ORCA calculation (wB97M-V/def2-TZVPD) on a 19-piece molecular cluster, C39H101BrClF10NO23S2 overall in a non-equilibrium geometry.

Geometry as XYZ:
```
178
Properties=species:S:1:pos:R:3:forces:R:3
C -0.155780 2.055226 3.654333 -0.1 0.2 -0.2
C -0.695702 1.014022 2.892374 0.1 0.7 0.4
C -0.622147 0.786800 1.424977 -3.7 1.3 1.1
S 1.173218 0.295960 1.101227 3.2 -3.0 1.7
O 1.434626 -1.056650 0.672818 -1.5 0.1 -1.8
O 1.874495 0.416910 2.353700 -0.4 2.2 0.5
C 2.237231 1.273970 -0.052416 1.0 0.7 -1.2
F 2.422374 2.527357 0.338508 -0.4 0.4 0.8
F 1.825621 1.345353 -1.320611 -0.6 -0.3 -0.2
C 3.697044 0.640800 -0.193522 -0.1 -0.2 -0.1
F 4.542430 1.665812 -0.336730 0.1 0.5 -0.1
F 4.128934 -0.048978 0.864446 -0.3 -0.3 0.3
C 3.909693 -0.239405 -1.461468 1.2 -1.2 0.6
F 4.157173 0.482789 -2.543822 -0.3 0.8 -0.3
F 2.934910 -1.103612 -1.718386 -0.7 0.0 0.1
C 5.202955 -1.135800 -1.280935 -0.8 0.2 -1.7
F 5.512161 -1.556308 -2.523316 0.1 -0.3 -0.4
F 4.954679 -2.234626 -0.603580 0.1 -0.2 1.1
F 6.240410 -0.461726 -0.861042 0.5 0.2 0.9
C -1.784638 -0.248021 1.009568 -0.1 -1.8 -1.3
C -1.437998 -1.017192 -0.308352 1.0 -0.1 -0.6
C -0.724751 -0.353083 -1.500604 0.2 -0.9 -1.4
C -1.173761 -1.049247 -2.803516 -1.1 1.2 0.6
F -0.688330 -2.335303 -2.892846 0.2 -0.1 -0.1
C -1.846345 -1.429138 2.059800 0.3 0.4 1.4
Br -3.041663 -2.913447 1.527521 0.3 0.1 -0.2
C -0.569714 -2.079093 2.638864 0.4 -1.7 0.6
C 0.031959 -3.378357 2.016493 1.0 0.8 -0.2
C -3.229028 0.446726 0.944004 -1.1 0.5 0.0
Cl -4.407910 -0.400130 -0.214805 0.7 -0.4 -0.1
C -4.127448 0.331463 2.205359 0.3 -0.2 1.3
C -3.808946 1.173194 3.460152 -0.6 0.8 -0.1
N -5.093779 1.683143 4.017043 0.3 -0.4 0.6
C -3.277445 1.905730 0.348037 -3.2 0.8 -1.2
C -3.313037 1.987257 -1.216947 1.5 -0.2 -0.1
C -4.636652 2.640234 0.666294 0.3 0.7 0.3
C -4.721321 4.042079 -0.006381 -0.4 -0.7 -0.7
O -2.357072 2.847156 0.962098 1.5 -1.9 0.4
S -0.838686 2.452525 0.744145 0.6 3.8 -2.2
O -0.505347 2.642040 -0.642190 -0.5 -1.8 -0.4
O -0.088320 3.437306 1.471857 -0.1 -1.0 1.7
H -0.570161 3.059751 3.721339 1.1 0.3 -1.2
H 0.725914 1.839055 4.270520 -1.2 -0.5 1.4
H -1.259797 0.357753 3.556687 1.6 -1.3 -0.2
H -2.276397 -1.567330 -0.728682 -0.4 0.5 0.5
H -0.776729 -1.846359 -0.036780 0.0 0.3 0.2
H -0.853608 0.706955 -1.719025 -0.1 -0.1 0.6
H 0.345695 -0.581241 -1.486465 -0.1 0.4 0.3
H -2.273851 -1.088199 -2.796094 0.1 -0.3 -0.1
H -0.915856 -0.434719 -3.672361 0.5 -0.5 -0.1
H -2.351825 -1.114227 2.972086 -0.2 0.2 -0.4
H 0.247100 -1.400591 2.885872 -0.3 0.3 -0.5
H -0.829501 -2.439169 3.646560 -0.5 0.4 -0.1
H -0.326971 -3.659543 1.032362 -0.2 0.2 0.1
H 1.111301 -3.210303 1.914968 -0.2 -0.1 -0.1
H -0.056274 -4.256540 2.656140 -0.4 0.2 0.0
H -4.239433 -0.702800 2.554285 0.4 0.0 -0.4
H -5.170975 0.534427 1.975465 0.3 0.5 -0.4
H -3.312348 0.579846 4.235267 0.0 0.1 -0.2
H -3.196088 2.054637 3.248331 0.3 -0.4 -0.2
H -5.075624 1.477013 5.015405 -0.2 0.2 -0.2
H -5.107873 2.696602 3.967300 0.0 -0.1 -0.1
H -2.818583 2.906201 -1.531702 -0.2 0.0 0.0
H -4.331791 1.976502 -1.587961 0.0 0.1 0.2
H -2.793425 1.170857 -1.722273 0.0 0.1 0.2
H -4.758432 2.832879 1.735072 0.1 -0.4 0.0
H -5.479963 2.057145 0.296526 0.2 -0.2 0.2
H -5.321203 3.942835 -0.919552 0.2 0.1 0.1
H -3.759702 4.448367 -0.314326 0.0 0.1 0.3
H -5.234876 4.764063 0.621475 0.2 -0.1 0.1
C -3.293290 2.301190 7.853418 0.0 -0.3 0.0
O -3.891245 1.565838 6.786852 0.1 -0.1 0.1
H -3.517579 3.355078 7.708918 0.0 0.0 -0.1
H -3.700816 1.975466 8.812769 0.1 0.1 0.1
H -2.210000 2.160310 7.848994 0.0 0.1 0.1
H -3.681767 0.636134 6.931207 0.0 0.0 -0.1
C 7.075480 -0.772090 -5.918212 -0.1 0.0 0.3
O 5.776616 -1.026040 -5.388958 0.0 -0.1 -0.1
H 7.008061 -0.759922 -7.004035 0.0 0.0 0.0
H 7.438378 0.197357 -5.568887 0.1 0.0 -0.1
H 7.768500 -1.559750 -5.611172 0.1 0.1 -0.1
H 5.855324 -1.034425 -4.429446 -0.1 0.1 -0.2
C 5.205143 -4.988788 -3.976600 0.0 0.3 -0.2
O 5.648406 -4.522583 -5.246881 -0.1 0.1 0.0
H 5.651746 -5.963716 -3.794455 0.0 0.0 0.0
H 5.517690 -4.298980 -3.188184 0.0 -0.1 0.1
H 4.116194 -5.085604 -3.966772 0.0 -0.1 0.1
H 5.245248 -3.657737 -5.391948 0.2 0.0 -0.1
C -0.024699 -6.425875 -0.412616 -0.3 -0.1 0.1
O -0.767485 -5.771158 0.613648 0.0 -0.4 -0.2
H 0.811505 -5.787132 -0.688116 0.0 0.1 0.0
H 0.358382 -7.383623 -0.051567 0.1 0.0 -0.1
H -0.654134 -6.591072 -1.290314 0.1 0.0 -0.1
H -1.500118 -6.352559 0.842645 0.0 0.1 0.0
C -1.174347 4.025786 -3.957623 -0.2 0.1 -0.3
O -2.456818 4.503891 -4.355112 0.0 0.0 0.1
H -1.093134 4.116629 -2.877044 -0.1 0.0 0.0
H -1.060668 2.974640 -4.238177 0.2 0.0 0.1
H -0.387249 4.620733 -4.428100 0.1 -0.1 0.1
H -2.514548 4.416789 -5.311534 -0.1 0.0 0.1
C -7.756560 2.349997 -1.687351 0.0 -0.2 -0.2
O -6.519728 1.688664 -1.946748 0.0 0.0 -0.1
H -7.554025 3.203695 -1.047569 0.0 -0.1 0.1
H -8.211840 2.693781 -2.619789 -0.1 0.0 0.0
H -8.438209 1.670097 -1.173339 -0.1 0.2 0.0
H -6.694483 0.930824 -2.513524 0.0 0.1 0.0
C -7.748182 4.446526 4.884771 -0.1 0.2 -0.1
O -7.356255 4.977283 3.619727 0.0 -0.2 -0.1
H -7.213397 3.512185 5.041277 0.0 0.0 -0.1
H -7.492186 5.146443 5.683874 -0.1 -0.1 0.1
H -8.823604 4.251156 4.892819 0.0 -0.1 0.2
H -7.833587 5.803080 3.488533 0.1 0.0 -0.1
C 5.917112 -5.454215 1.659154 -0.1 0.3 -0.3
O 6.402455 -4.943370 0.416986 0.1 0.1 0.1
H 6.343270 -6.441132 1.817086 0.1 0.0 -0.1
H 6.218777 -4.799087 2.479654 -0.2 -0.2 0.2
H 4.827700 -5.532321 1.635412 0.0 -0.1 0.2
H 6.022469 -4.067343 0.282896 0.0 -0.2 -0.1
C 2.458444 4.813378 2.860045 0.2 -0.2 -0.2
O 3.694582 4.129287 2.675876 0.0 0.1 0.1
H 2.612972 5.617760 3.576423 0.1 0.0 0.0
H 2.117534 5.235333 1.912406 -0.2 0.0 0.1
H 1.703794 4.124984 3.246801 -0.1 0.2 0.0
H 3.536631 3.424221 2.040228 0.0 0.1 0.0
C 8.771892 -5.676327 -5.616206 -0.1 0.2 -0.2
O 9.225796 -5.219842 -6.888107 0.1 0.0 0.0
H 9.215758 -6.650740 -5.423295 0.1 0.0 -0.1
H 9.083349 -4.977185 -4.835019 -0.1 -0.1 0.1
H 7.685492 -5.766778 -5.620295 0.0 0.0 0.2
H 8.824438 -4.358997 -7.042875 0.0 -0.1 0.0
C -4.860852 -2.815521 5.264573 0.1 0.0 -0.2
O -3.527497 -2.563714 4.822223 0.1 0.1 0.0
H -5.077648 -2.141371 6.091544 0.1 0.0 0.0
H -5.570201 -2.633467 4.456295 -0.1 -0.1 0.1
H -4.956568 -3.847046 5.609231 -0.1 0.0 0.0
H -3.340070 -3.165861 4.088731 -0.1 0.1 0.1
C -3.487091 6.725927 2.661843 0.0 0.2 -0.3
O -3.949714 6.585301 1.323717 0.1 0.2 0.2
H -3.702800 5.801894 3.194426 0.0 0.0 -0.1
H -2.408528 6.904231 2.674279 0.0 0.0 0.2
H -4.001334 7.553588 3.158023 0.1 -0.1 0.2
H -3.754057 7.407482 0.862445 0.0 -0.1 0.0
C 5.906432 2.421506 4.265637 -0.2 -0.4 0.0
O 6.058497 1.103619 4.795372 0.1 0.0 0.0
H 6.536173 3.096224 4.840661 0.0 -0.1 0.0
H 6.219137 2.442932 3.218190 0.0 0.2 0.0
H 4.868497 2.742809 4.344529 0.1 0.2 -0.1
H 5.496939 0.518791 4.277256 0.0 0.0 0.1
C -7.033620 -3.866357 1.560658 0.3 0.1 0.0
O -6.040150 -4.252185 2.504824 -0.1 -0.1 0.0
H -8.004811 -4.168576 1.945446 0.0 0.0 0.1
H -7.024200 -2.781416 1.421966 -0.1 0.0 -0.1
H -6.859174 -4.360747 0.601588 -0.1 0.1 -0.1
H -5.187179 -3.977173 2.149148 -0.1 0.0 0.1
C 7.854096 -1.601332 1.931078 -0.1 -0.2 -0.1
O 8.057552 -2.843159 2.589580 -0.1 0.1 0.0
H 8.474539 -0.845116 2.405677 0.0 -0.1 0.1
H 8.134590 -1.687511 0.876976 0.0 0.2 0.0
H 6.802957 -1.304119 2.010811 0.0 0.2 -0.1
H 7.486591 -3.469479 2.133609 0.3 -0.2 0.0
C 6.994197 0.619294 -9.890845 -0.2 0.0 0.3
O 6.470249 1.497512 -8.896388 0.1 0.0 0.0
H 7.504191 1.217522 -10.642639 0.0 0.1 0.1
H 7.706364 -0.076291 -9.439167 0.0 -0.1 -0.2
H 6.184043 0.060640 -10.360879 0.2 -0.1 -0.1
H 6.024283 0.948948 -8.243088 0.0 0.1 0.0
C -8.134145 1.677115 1.812422 0.1 0.4 0.1
O -8.364580 3.015896 1.381982 -0.1 -0.1 0.0
H -8.284466 1.012918 0.963899 0.0 0.0 0.0
H -7.109037 1.567391 2.177748 -0.1 -0.1 0.1
H -8.836049 1.407454 2.606418 0.0 -0.2 0.0
H -8.223009 3.587651 2.146353 0.2 0.1 -0.1
C 4.345717 -2.734886 -9.877337 0.2 -0.1 -0.2
O 5.689415 -2.488661 -10.282566 -0.1 0.0 0.0
H 4.116392 -2.079271 -9.040356 0.1 0.0 0.0
H 3.656314 -2.522395 -10.698552 -0.1 0.0 0.1
H 4.229331 -3.774025 -9.560299 -0.1 0.0 0.1
H 5.878352 -3.074717 -11.022186 0.1 0.1 0.1
```
Positions in Å, forces in eV/Å.

LUMO energy: -0.076 hartree

Atom charges from the Mulliken analysis, given in e for atoms 1 to 99: C -1.680; C -0.476; C 1.139; S 1.062; O -0.713; O -0.700; C 0.103; F -0.211; F -0.183; C 0.761; F -0.326; F -0.294; C 0.681; F -0.342; F -0.212; C 0.222; F -0.268; F -0.176; F -0.235; C 3.151; C -2.105; C 0.412; C -1.044; F -0.341; C -1.523; Br 0.060; C -0.460; C -1.538; C 0.931; Cl -0.145; C -0.950; C -0.975; N -0.263; C 1.062; C -0.994; C 0.018; C -1.655; O -0.529; S 1.480; O -0.908; O -0.623; H 0.418; H 0.216; H 0.597; H 1.337; H -0.059; H 0.303; H -0.445; H 0.378; H 0.419; H 0.546; H 0.266; H 0.907; H 0.226; H 0.183; H 0.353; H 0.624; H 0.094; H 0.468; H 0.026; H 0.335; H 0.095; H 0.360; H 0.172; H -0.226; H -0.444; H 0.400; H 0.259; H 0.313; H 0.491; C -0.684; O -0.390; H 0.255; H 0.271; H 0.278; H 0.219; C -0.283; O -0.401; H -0.098; H 0.314; H 0.244; H 0.293; C -0.546; O -0.448; H 0.289; H 0.164; H 0.294; H 0.267; C -0.625; O -0.389; H 0.214; H 0.296; H 0.279; H 0.247; C -0.244; O -0.533; H -0.025; H 0.168; H 0.389